1) Molecular formula: C13H52N26O13
Method: DFT, ωB97M-V/def2-TZVPD

Values from the calculation:
**Total charge**: 0
**Gap between HOMO and LUMO**: 8.263 eV
**Multiplicity**: 1
**E_LUMO**: -0.72 eV
**HOMO level**: -0.3302 Ha

Structure (XYZ):
```
104
Properties=species:S:1:pos:R:3:mulliken_charge:R:1
O 9.778 -23.247 21.048 -0.670
O 8.452 -28.159 22.221 -0.805
O 15.577 -26.975 17.917 -0.701
O 8.183 -26.777 14.139 -0.651
O 10.332 -17.223 19.061 -0.603
O 16.061 -22.715 19.629 -0.703
O 11.363 -25.600 12.058 -0.708
O 11.430 -19.636 14.015 -0.794
O 10.281 -27.444 19.196 -0.540
O 12.843 -19.960 17.442 -0.697
O 11.540 -23.535 16.583 0.402
O 14.474 -25.958 21.492 -0.660
O 15.669 -21.998 14.072 -0.710
N 12.694 -24.500 21.203 0.011
N 11.373 -29.396 18.558 -0.341
N 8.411 -22.593 22.837 -0.413
N 14.807 -19.872 14.041 -0.312
N 11.049 -22.142 18.376 0.474
N 9.780 -29.456 20.253 -0.444
N 10.129 -21.224 15.096 0.091
N 10.110 -24.077 13.178 -0.169
N 14.023 -25.682 16.815 0.060
N 7.442 -23.125 20.811 -0.488
N 14.770 -22.615 17.689 -0.041
N 14.253 -21.276 19.558 -0.118
N 8.802 -18.141 17.611 -0.453
N 13.100 -26.226 19.661 0.213
N 9.109 -27.314 24.264 -0.432
N 13.391 -21.710 13.813 -0.110
N 9.094 -19.548 13.851 -0.475
N 9.615 -26.157 22.263 -0.088
N 12.704 -18.275 15.945 -0.179
N 8.706 -26.207 16.324 -0.141
N 9.394 -28.287 15.412 -0.375
N 11.900 -25.180 14.236 -0.048
N 10.585 -24.390 18.478 0.768
N 16.284 -25.092 16.695 -0.314
N 14.357 -18.221 17.609 -0.448
N 9.758 -19.416 19.394 -0.229
C 15.337 -25.957 17.235 0.498
C 8.645 -23.014 21.533 0.528
C 15.104 -22.249 18.992 0.291
C 11.156 -24.979 13.085 0.409
C 10.293 -20.134 14.254 0.737
C 14.674 -21.254 13.981 0.548
C 13.309 -18.894 16.999 0.310
C 11.055 -23.350 17.708 -0.216
C 8.814 -27.026 15.196 0.555
C 9.022 -27.244 22.875 0.670
C 13.550 -25.570 20.814 0.241
C 9.652 -18.175 18.731 0.600
C 10.403 -28.694 19.267 0.482
H 14.013 -19.315 13.792 0.187
H 9.753 -26.657 24.656 0.183
H 9.234 -28.862 20.917 0.286
H 13.707 -24.904 16.270 0.012
H 15.708 -19.492 14.235 0.211
H 9.464 -24.003 12.421 0.180
H 6.688 -22.519 21.074 0.220
H 12.590 -21.117 13.920 0.104
H 8.277 -20.114 13.909 0.181
H 9.614 -26.269 21.257 -0.039
H 12.609 -25.882 14.140 0.164
H 9.177 -18.638 13.441 0.242
H 11.926 -28.848 17.925 0.177
H 11.620 -21.336 18.143 -0.081
H 10.169 -25.540 22.817 0.169
H 11.540 -24.775 15.089 0.047
H 9.278 -28.941 14.660 0.237
H 9.151 -17.526 16.895 0.228
H 10.235 -19.440 20.271 0.155
H 13.585 -20.729 18.985 0.043
H 7.458 -22.612 23.153 0.175
H 9.023 -22.413 23.608 0.217
H 11.509 -30.367 18.722 0.172
H 8.921 -26.629 17.216 0.006
H 15.968 -24.345 16.104 0.275
H 12.062 -18.768 15.286 0.066
H 14.317 -20.949 20.501 0.193
H 7.591 -23.260 19.824 0.229
H 8.012 -25.489 16.316 0.185
H 13.747 -26.891 19.253 0.234
H 8.839 -28.192 24.656 0.255
H 12.944 -17.338 15.675 0.164
H 10.031 -23.507 14.001 0.159
H 12.122 -26.155 19.449 -0.148
H 10.943 -21.672 15.502 -0.490
H 13.078 -24.152 22.079 0.251
H 14.746 -18.742 18.385 0.320
H 9.438 -30.379 20.071 0.216
H 12.450 -23.837 20.492 -0.113
H 10.321 -24.212 19.436 -0.005
H 9.224 -21.450 15.442 0.230
H 17.252 -25.179 16.930 0.206
H 10.512 -22.210 19.225 -0.047
H 13.916 -22.386 17.225 0.055
H 10.789 -25.336 18.212 -0.356
H 10.238 -28.380 15.951 0.154
H 8.308 -18.983 17.406 0.195
H 13.355 -26.412 16.957 0.101
H 14.189 -17.234 17.717 0.214
H 13.244 -22.703 13.753 0.069
H 15.153 -23.564 17.539 0.027
H 9.075 -20.013 18.986 0.072
```

=====

2) Molecular formula: C13H52N26O13
Method: DFT, ωB97M-V/def2-TZVPD

Values from the calculation:
**Total charge**: 0
**Gap between HOMO and LUMO**: 7.654 eV
**Multiplicity**: 1
**E_LUMO**: -0.63 eV
**HOMO level**: -0.3044 Ha

Structure (XYZ):
```
104
Properties=species:S:1:pos:R:3:mulliken_charge:R:1
O -6.267 4.457 0.517 -0.712
O -0.816 -2.754 -4.976 -0.744
O 1.262 1.515 -3.210 -0.679
O -1.152 -0.063 -1.268 -0.492
O 0.056 -3.028 2.174 -0.477
O 0.496 -2.347 5.112 -0.672
O -1.413 4.366 -0.076 -0.743
O 0.608 1.760 3.811 -0.600
O -3.128 2.946 -4.099 -0.706
O 3.734 -3.952 2.843 -0.713
O 2.380 -1.487 -1.225 -0.194
O 2.722 -5.072 -2.413 -0.853
O -6.546 1.137 -1.055 -0.688
N -5.872 1.204 -3.172 -0.269
N -0.187 -2.327 -2.981 0.132
N -1.600 4.180 -3.291 -0.293
N -4.123 4.583 0.199 -0.197
N -0.706 0.600 -3.726 -0.068
N 0.004 -4.482 0.556 -0.356
N 4.198 -5.912 -1.051 -0.422
N -2.805 3.036 -1.961 0.329
N -5.048 2.681 1.029 -0.263
N -1.096 -1.295 4.032 -0.268
N 1.202 -4.974 2.354 -0.285
N 0.857 0.326 -5.105 -0.352
N 3.275 -1.872 2.147 0.062
N 3.029 -4.113 -0.402 -0.107
N 0.268 -0.487 0.350 0.576
N -0.011 5.848 0.923 -0.433
N -0.130 3.697 4.374 -0.371
N 3.706 0.263 -1.363 -0.280
N 4.543 -1.756 -1.083 -0.374
N 1.010 -3.750 -4.155 -0.306
N 0.552 3.851 0.630 -0.230
N 5.303 -2.345 2.729 -0.464
N -0.464 -0.637 6.074 -0.406
N -1.512 0.595 0.787 -0.153
N 1.930 3.471 4.376 -0.457
N -4.420 0.429 -1.769 -0.276
C 0.410 -4.092 1.732 0.393
C -5.627 0.998 -1.879 0.671
C 0.806 2.874 4.268 0.623
C -0.342 4.716 0.368 0.541
C 3.502 -1.012 -1.286 0.173
C -0.348 -1.477 5.069 0.565
C -0.052 -2.994 -4.060 0.645
C -0.767 0.057 -0.120 0.783
C 0.588 0.865 -3.955 0.635
C 4.135 -2.812 2.615 0.563
C -2.505 3.323 -3.195 0.655
C -5.188 3.905 0.577 0.522
C 3.315 -5.011 -1.337 0.740
H 1.805 0.132 -5.395 0.218
H -1.200 0.679 1.744 0.131
H 0.260 2.895 0.479 0.033
H 3.101 0.894 -1.870 0.228
H -2.103 1.283 0.344 -0.027
H 5.659 -1.862 1.917 0.203
H -4.329 5.562 0.061 0.179
H -4.151 0.070 -0.864 0.059
H -0.767 0.616 -2.718 -0.161
H 1.606 -4.033 -3.390 0.264
H 0.492 -5.231 0.085 0.137
H -3.205 4.349 0.550 0.105
H 3.751 -1.044 1.818 0.111
H 1.346 -3.770 -5.108 0.188
H -3.466 2.302 -1.747 -0.387
H 2.698 2.830 4.236 0.243
H -0.157 4.625 4.772 0.162
H -1.038 3.275 4.240 0.192
H 0.935 5.943 1.265 0.124
H -0.946 -1.674 -2.850 -0.098
H 3.275 -4.329 0.553 0.037
H -1.135 -1.965 3.277 0.364
H -6.822 1.354 -3.480 0.236
H 5.862 -2.987 3.272 0.290
H 0.350 -0.464 1.356 -0.152
H 4.810 -5.966 -0.250 0.181
H 1.402 4.129 1.100 0.158
H -5.833 2.072 1.212 0.215
H 2.290 -1.998 1.964 -0.260
H -5.083 0.891 -3.718 0.168
H -1.359 -0.170 6.081 0.186
H 2.444 -3.310 -0.589 -0.002
H 4.227 -6.554 -1.831 0.277
H 0.834 -0.967 -0.336 -0.720
H -1.288 4.512 -4.192 0.228
H -3.730 0.444 -2.506 0.130
H 1.910 4.401 4.768 0.163
H 4.606 0.619 -1.076 0.151
H 1.155 -5.970 2.191 0.204
H -4.184 2.358 1.440 0.140
H -1.534 -0.395 3.895 0.124
H 0.517 -2.112 -2.290 0.014
H -0.646 6.570 1.230 0.226
H 5.387 -1.268 -0.819 0.172
H 0.087 -0.158 -5.545 0.191
H -0.018 -0.952 6.923 0.261
H -0.571 -3.896 -0.034 0.178
H -1.128 4.407 -2.427 0.100
H 4.198 -2.691 -0.922 0.283
H -1.315 -0.039 -4.217 0.329
H -2.524 3.508 -1.114 0.309
H 1.761 -4.545 3.078 0.213
```

=====

Which of them is most stable? Easy: 1).

=====

1) Molecular formula: C4H7O3P
Method: DFT, ωB97M-V/def2-TZVPD

Values from the calculation:
**Total charge**: -2
**Gap between HOMO and LUMO**: 5.388 eV
**Multiplicity**: 1
**E_LUMO**: 6.49 eV
**HOMO level**: 0.0407 Ha

Structure (XYZ):
```
15
Properties=species:S:1:pos:R:3:nbo_charge:R:1
P -1.356 2.867 -0.865 2.433
O -0.382 3.208 0.220 -1.162
O -2.852 2.971 -0.597 -1.157
O -0.864 3.018 -2.269 -1.162
C -0.993 -0.628 -0.431 -0.586
C 0.181 -0.871 0.072 -0.221
C 0.515 -2.189 0.827 -0.665
C 1.266 0.031 0.036 -0.674
H 1.222 -2.737 0.193 0.161
H 1.057 0.765 -0.763 0.254
H 2.072 -0.720 0.050 0.162
H -0.407 -2.816 1.073 0.189
H 1.003 -1.983 1.786 0.159
H -1.669 -1.577 -0.235 0.063
H 1.207 0.661 0.903 0.205
```

=====

2) Molecular formula: C4H7O3P
Method: DFT, ωB97M-V/def2-TZVPD

Values from the calculation:
**Total charge**: -2
**Gap between HOMO and LUMO**: 6.600 eV
**Multiplicity**: 1
**E_LUMO**: 6.78 eV
**HOMO level**: 0.0065 Ha

Structure (XYZ):
```
15
Properties=species:S:1:pos:R:3:nbo_charge:R:1
P 2.330 -0.765 0.700 2.371
O 3.234 0.390 0.487 -1.181
O 2.080 -1.771 -0.369 -1.175
O 2.356 -1.347 2.075 -1.177
C 0.141 0.646 0.549 -0.431
C -1.290 0.121 -1.433 -0.664
C -1.188 0.225 0.155 -0.251
C -2.194 0.004 1.026 -0.564
H 0.315 1.306 1.355 0.209
H -3.110 -0.096 0.278 0.060
H -1.376 1.174 -1.785 0.166
H 0.706 1.171 -0.267 0.198
H -2.353 -0.377 -1.592 0.181
H -0.516 -0.402 -2.047 0.206
H 0.865 -0.278 0.868 0.052
```

=====

Which of them is most stable? Easy: 1).

=====

1) Molecular formula: C3H3F3S
Method: DFT, ωB97M-V/def2-TZVPD

Values from the calculation:
**Total charge**: 0
**Gap between HOMO and LUMO**: 8.856 eV
**Multiplicity**: 1
**E_LUMO**: -0.40 eV
**HOMO level**: -0.3400 Ha

Structure (XYZ):
```
10
Properties=species:S:1:pos:R:3:nbo_charge:R:1
S 1.637 2.654 -0.641 0.191
F 0.435 -2.683 0.379 -0.306
F -0.574 -2.175 2.279 -0.291
F -1.921 -0.066 0.462 -0.323
C 0.364 1.759 -1.235 -0.428
C -0.447 -1.905 0.984 0.633
C -0.896 -0.901 0.212 0.062
H 2.045 1.649 0.405 0.127
H -0.635 -0.710 -0.876 0.219
H -0.007 2.378 -1.970 0.116
```

=====

2) Molecular formula: C3H3F3S
Method: DFT, ωB97M-V/def2-TZVPD

Values from the calculation:
**Total charge**: 0
**Gap between HOMO and LUMO (alpha / beta)**: 5.484 / 10.008 eV
**Multiplicity**: 1
**E_LUMO (alpha / beta)**: -1.76 / -0.41 eV
**HOMO level (alpha / beta)**: -0.2661 / -0.3829 Ha

Structure (XYZ):
```
10
Properties=species:S:1:pos:R:3:nbo_charge:R:1
S -0.044 -2.197 -1.003 0.220
F 2.196 0.007 -1.151 -0.341
F 1.832 2.169 -0.897 -0.338
F 1.859 0.842 0.856 -0.344
C -0.861 -0.952 -0.475 -0.103
C 1.460 0.929 -0.450 0.915
C -1.458 -0.230 0.541 -0.768
H -0.898 0.611 0.781 0.269
H -1.513 -0.993 1.487 0.210
H -2.572 -0.187 0.310 0.280
```

=====

Which of them is most stable? Easy: 2).

=====

1) Molecular formula: C3H3N3OS
Method: DFT, ωB97M-V/def2-TZVPD

Values from the calculation:
**Total charge**: 0
**Gap between HOMO and LUMO**: 9.031 eV
**Multiplicity**: 1
**E_LUMO**: -0.88 eV
**HOMO level**: -0.3644 Ha

Structure (XYZ):
```
11
Properties=species:S:1:pos:R:3:nbo_charge:R:1
S 2.252 -0.140 1.538 0.100
O 0.268 0.592 -0.011 -0.299
N -0.115 -0.708 0.034 -0.326
N -2.031 -1.937 -0.626 -0.646
N 2.356 3.267 0.554 -0.242
C -1.308 -0.922 -0.707 0.242
C 1.370 0.803 0.645 0.062
C 1.815 2.224 0.498 0.196
H -1.513 -0.206 -1.506 0.161
H -2.774 -1.948 -1.431 0.364
H -0.320 -1.025 1.011 0.387
```

=====

2) Molecular formula: C3H3N3OS
Method: DFT, ωB97M-V/def2-TZVPD

Values from the calculation:
**Total charge**: 0
**Gap between HOMO and LUMO**: 8.440 eV
**Multiplicity**: 1
**E_LUMO**: -0.81 eV
**HOMO level**: -0.3401 Ha

Structure (XYZ):
```
11
Properties=species:S:1:pos:R:3:nbo_charge:R:1
S 1.971 -0.167 -0.881 0.575
O -1.142 1.497 0.375 -0.656
N -0.929 -2.059 2.215 -0.544
N 1.113 0.790 0.240 -0.720
N -0.538 -0.230 -0.970 -0.445
C -0.195 0.581 0.086 0.772
C -0.820 -1.010 1.755 -0.183
C 0.476 -0.670 -1.566 -0.061
H 0.496 -1.333 -2.513 0.257
H -1.876 0.877 0.603 0.535
H 1.444 1.725 0.657 0.471
```

=====

3) Molecular formula: C3H3N3OS
Method: DFT, ωB97M-V/def2-TZVPD

Values from the calculation:
**Total charge**: 0
**Gap between HOMO and LUMO**: 7.942 eV
**Multiplicity**: 1
**E_LUMO**: -0.82 eV
**HOMO level**: -0.3219 Ha

Structure (XYZ):
```
11
Properties=species:S:1:pos:R:3:nbo_charge:R:1
S 3.094 -1.023 -0.179 -0.009
O 2.272 1.429 0.210 -0.637
N -0.269 -1.381 0.240 -0.211
N -0.482 0.848 -0.210 -0.488
N -1.586 -1.067 -0.071 -0.372
C 1.804 0.089 -0.021 0.188
C -1.667 0.261 -0.251 0.199
C 0.350 -0.178 0.076 0.168
H -2.609 0.880 -0.377 0.225
H 1.418 1.841 0.009 0.486
H -2.325 -1.699 0.572 0.452
```

=====

Which of them is most stable? Easy: 3).

=====

1) Molecular formula: C3H5N4O
Method: DFT, ωB97M-V/def2-TZVPD

Values from the calculation:
**Total charge**: +1
**Gap between HOMO and LUMO**: 10.468 eV
**Multiplicity**: 1
**E_LUMO**: -4.15 eV
**HOMO level**: -0.5372 Ha

Structure (XYZ):
```
13
Properties=species:S:1:pos:R:3:nbo_charge:R:1
O -2.354 1.171 -0.963 -0.413
N 0.775 1.177 -0.769 -0.208
N -0.322 0.606 -0.356 -0.243
N 1.197 -0.727 0.242 -0.513
N -0.972 -1.340 1.100 -0.772
C -0.117 -0.576 0.318 0.600
C 1.721 0.357 -0.407 0.196
C -1.338 1.666 -0.603 0.563
H 1.864 -1.489 0.485 0.472
H -0.491 -2.128 1.581 0.421
H -0.822 2.586 -0.699 0.211
H -1.880 -1.653 0.744 0.445
H 2.738 0.349 -0.670 0.241
```

=====

2) Molecular formula: C3H5N4O
Method: DFT, ωB97M-V/def2-TZVPD

Values from the calculation:
**Total charge**: +1
**Gap between HOMO and LUMO (alpha / beta)**: 8.654 / 8.650 eV
**Multiplicity**: 1
**E_LUMO (alpha / beta)**: -6.95 / -6.96 eV
**HOMO level (alpha / beta)**: -0.5736 / -0.5735 Ha

Structure (XYZ):
```
13
Properties=species:S:1:pos:R:3:nbo_charge:R:1
O -0.637 -1.729 -0.955 -0.662
N -1.622 0.996 0.467 0.046
N -1.329 2.145 0.141 0.029
N -0.051 2.290 -0.262 -0.389
N -0.556 0.228 0.207 -0.265
C 0.463 1.088 -0.158 0.347
C -0.126 -1.190 0.228 0.164
C 1.460 -1.063 0.100 0.000
H -0.644 -1.772 1.056 0.248
H 1.814 -0.938 -0.916 0.255
H 2.133 -0.941 0.982 0.257
H -1.373 -2.262 -0.655 0.499
H 0.469 3.148 -0.237 0.471
```

=====

Which of them is most stable? Easy: 1).